Entry 1:
A structure of composition C24H19IN3O2Ru, computed with ωB97M-V/def2-TZVPD.

The orbital gap (spin up / spin down) comes out at 7.9 / 5.2 eV. Its multiplicity is 5. As for the charge: +3. The value obtained for the LUMO energy (spin up / spin down) is -9.6 / -12.3 eV. The expectation value of S² is 6.04.

Structure (XYZ):
```
50
Properties=species:S:1:pos:R:3:forces:R:3
Ru -0.23643 -0.09130 -0.85039 -0.2 0.1 -0.2
C -2.88023 -2.20614 -0.96537 0.0 0.0 0.0
C -3.25765 -0.78057 -0.72251 0.0 0.0 -0.1
C -4.59852 -0.43873 -0.51224 0.0 -0.1 0.0
C -4.97120 0.87338 -0.35627 0.1 0.1 0.0
C -3.99265 1.86932 -0.43449 -0.1 0.0 0.0
C -2.68783 1.49630 -0.61830 0.1 0.0 0.0
N -2.31955 0.18018 -0.72502 0.1 0.1 0.0
C -1.58265 2.46259 -0.78287 0.0 0.1 0.0
C -1.68430 3.84114 -0.78460 -0.1 0.0 0.0
C -0.54050 4.59581 -1.00911 0.0 0.0 0.0
C 0.68845 3.98203 -1.22845 0.0 0.0 0.0
C 0.74930 2.60261 -1.20934 0.0 0.0 0.0
N -0.37791 1.89074 -0.98973 0.0 -0.2 -0.1
C 1.94035 1.76510 -1.46643 -0.1 0.1 0.0
C 3.19190 2.27287 -1.69623 0.0 -0.1 -0.1
C 4.22412 1.38529 -2.01545 -0.1 0.0 0.0
C 3.94308 0.04536 -2.12756 0.0 0.0 0.0
C 2.65008 -0.43280 -1.89055 0.0 0.0 -0.1
C 2.35008 -1.88279 -2.08691 0.0 0.0 0.0
N 1.68390 0.42153 -1.52046 0.0 0.0 0.1
H -3.71911 -2.72029 -1.43064 0.0 0.0 0.0
H -2.65840 -2.71766 -0.02691 0.0 0.0 0.0
H -2.01356 -2.30474 -1.61536 0.0 0.0 0.0
H -5.33448 -1.23089 -0.49582 0.0 0.0 0.0
H -6.00890 1.13863 -0.20549 0.0 0.0 0.0
H -4.26932 2.91119 -0.36588 0.0 0.0 0.0
H -2.63473 4.33008 -0.62918 0.0 0.0 0.0
H -0.60841 5.67547 -1.02565 0.0 0.0 0.0
H 1.56883 4.57711 -1.42044 0.0 0.0 0.0
H 3.37727 3.33575 -1.65147 0.0 0.0 0.0
H 5.22345 1.75608 -2.20008 0.0 0.0 0.0
H 4.71041 -0.65918 -2.41835 0.0 0.0 0.0
H 2.80129 -2.20728 -3.02502 0.0 0.0 0.0
H 1.28526 -2.10413 -2.12743 0.1 0.0 0.0
H 2.79580 -2.48133 -1.29084 0.0 0.0 0.0
I 2.13021 -1.65763 6.74526 0.1 0.1 0.5
C 1.56233 -1.91373 4.85094 -0.1 -0.1 -0.4
C 0.87013 -0.87656 4.17980 0.1 -0.1 0.0
C 0.44484 -1.09025 2.88725 -0.1 0.2 -0.1
C 0.68328 -2.31761 2.26542 0.2 -0.1 0.1
C 1.37200 -3.34229 2.93394 0.0 0.0 0.0
C 1.82499 -3.14982 4.21671 -0.1 0.1 0.0
C 0.13005 -2.70475 0.92935 -0.7 -0.4 -0.8
O -0.22637 -3.82705 0.72459 0.2 0.1 0.2
O -0.00732 -1.78631 -0.05927 0.4 0.3 0.9
H 0.66813 0.05652 4.68624 0.0 0.0 0.0
H -0.12594 -0.31409 2.38216 0.1 -0.1 0.1
H 1.51466 -4.29177 2.43773 0.0 0.0 0.0
H 2.35175 -3.93533 4.74074 0.0 0.0 0.0
```
Forces are in eV/Å.

Atomic partial charges in e from the Mulliken method, atoms 1 to 2: number 1, Ru, carries 1.18; number 2, C, carries -1.50

---

Entry 2:
A structure of composition C36H30I2N4OOsPSe2, computed with ωB97M-V/def2-TZVPD.

The orbital gap (spin up / spin down) comes out at 5.1 / 5.2 eV. As for the charge: +1. The value obtained for the LUMO energy (spin up / spin down) is -5.4 / -5.4 eV.

Structure (XYZ):
```
77
Properties=species:S:1:pos:R:3:forces:R:3
Os 0.41869 0.99121 -0.49159 -1.4 -0.6 1.4
N 0.94459 -1.91149 -0.66999 -0.9 1.0 -0.4
P 0.12949 -0.76299 -1.99999 0.3 -0.9 -0.3
C 0.98289 -1.74299 -3.29099 0.1 0.4 0.0
C 2.23829 -1.35779 -3.74329 -0.1 0.0 0.0
C 2.84809 -2.06319 -4.76749 0.1 0.1 0.0
C 2.20599 -3.14479 -5.34999 0.0 -0.1 0.0
C 0.97479 -3.55579 -4.86909 0.1 0.0 0.0
C 0.37179 -2.86899 -3.82999 -0.2 0.1 0.2
C -1.53961 -1.43929 -1.80899 0.1 0.3 0.2
C -2.01571 -1.75389 -0.54179 0.2 0.0 0.2
C -3.28301 -2.28399 -0.38579 -0.2 0.0 0.0
C -4.08261 -2.49729 -1.49859 0.0 0.0 0.1
C -3.62351 -2.15329 -2.76099 0.0 0.0 -0.1
C -2.36111 -1.61089 -2.91959 0.0 0.2 0.0
C 1.94899 -1.41689 0.05991 0.6 0.3 0.4
C 2.86989 -2.22969 0.76111 0.0 0.1 -0.1
C 3.86379 -1.65309 1.50471 -0.2 0.2 -0.1
C 3.97169 -0.25849 1.53691 -0.1 0.0 -0.1
C 3.05049 0.48161 0.84601 0.5 0.1 0.3
N 2.04579 -0.06149 0.13931 1.0 -0.5 0.2
H 0.92689 -2.92069 -0.74379 -0.1 0.1 -0.2
H 2.72919 -0.50719 -3.29079 0.1 0.1 -0.1
H 3.82629 -1.76559 -5.11429 0.1 0.1 0.0
H 2.66799 -3.68289 -6.16329 0.1 0.0 -0.1
H 0.47309 -4.40579 -5.30759 0.0 -0.1 0.0
H -0.58141 -3.20709 -3.45309 0.0 -0.1 0.0
H -1.38651 -1.57789 0.32311 -0.1 -0.2 0.0
H -3.65051 -2.52719 0.60101 0.0 0.0 0.0
H -5.06751 -2.92139 -1.37609 -0.1 0.0 0.0
H -4.25001 -2.30569 -3.62669 -0.1 0.0 -0.1
H -1.99881 -1.33519 -3.89959 0.0 0.0 -0.1
H 2.76749 -3.30239 0.70591 0.0 -0.1 0.0
H 4.56069 -2.26509 2.05451 0.1 -0.1 0.0
H 4.75599 0.23541 2.08061 0.1 0.1 0.1
H 3.09649 1.56611 0.85261 -0.1 -0.2 0.0
I -0.31891 0.83341 -6.32499 -0.3 0.3 0.2
C -1.32431 1.85441 -4.78589 0.6 -0.7 0.2
C -2.22861 2.87071 -5.08469 -0.4 0.3 0.1
C -2.94101 3.47231 -4.07979 -0.3 0.2 -0.3
I -4.37681 4.92471 -4.62039 0.3 -0.3 0.1
C -2.74601 3.09491 -2.73139 0.4 -0.3 0.0
C -3.50001 3.61671 -1.66699 0.1 -0.1 0.4
C -3.27401 3.17761 -0.39049 -0.1 0.1 -0.5
C -2.22731 2.28511 -0.16929 -0.3 -0.1 0.3
N -1.45791 1.79391 -1.12649 0.0 0.4 0.7
C -1.74761 2.11721 -2.42379 -0.2 0.1 -0.6
C -1.07501 1.44311 -3.48289 -0.5 0.5 -0.3
O -0.23761 0.42571 -3.30999 0.8 -0.4 0.9
H -2.39601 3.15491 -6.11339 0.0 0.0 0.0
H -4.25671 4.35591 -1.87539 -0.1 0.1 0.0
H -3.85521 3.53921 0.44061 0.0 0.0 0.1
H -2.01901 1.96381 0.84561 0.2 0.1 -0.1
C 1.80499 0.43391 7.85771 0.0 0.0 0.1
C 1.34839 0.38991 6.43711 -0.1 0.0 -0.4
C 0.86339 -0.79039 5.87741 0.0 0.3 0.2
C 0.38649 -0.84329 4.58251 0.2 0.1 -0.5
C -0.15511 -2.12709 4.04011 0.0 -0.1 0.0
C 0.40239 0.33621 3.80931 0.8 -0.1 0.0
Se -0.39821 0.28771 2.09091 -0.4 0.8 -1.8
C 0.90889 1.53611 4.34111 -0.2 -0.1 -0.2
C 0.93049 2.78811 3.52671 0.0 0.1 0.0
C 1.36869 1.53801 5.64501 0.0 -0.2 0.2
H 2.04019 -0.56239 8.22721 0.0 0.0 0.0
H 1.00739 0.84581 8.48071 0.1 0.0 0.1
H 2.67779 1.07601 7.97011 0.0 0.0 0.0
H 0.85219 -1.68869 6.47921 0.0 -0.1 0.0
H 0.00449 -2.94149 4.74211 0.0 0.0 0.0
H 0.32029 -2.38009 3.09131 -0.1 0.0 0.0
H -1.22781 -2.02509 3.86971 0.0 -0.2 -0.1
H 1.58879 2.67001 2.66291 0.0 0.1 0.0
H 1.28209 3.62961 4.11701 0.1 0.1 0.0
H -0.06531 3.02851 3.14941 0.0 0.0 0.0
H 1.74489 2.45901 6.06871 0.0 0.1 0.0
Se 1.55859 3.22541 -0.87769 0.5 -1.9 -0.6
C 0.35349 3.96491 0.23311 -0.8 0.5 0.3
N -0.44431 4.44141 0.91521 0.0 0.0 0.2
```
Forces are in eV/Å.

Atomic partial charges in e from the Mulliken method, atoms 1 to 2: number 1, Os, carries 0.13; number 2, N, carries 0.19

---

Entry 3:
A cluster of 13 separate species, C33H98N6O13 in total, computed with ωB97M-V/def2-TZVPD.

The calculation puts the energy above the lowest of the compared OMol25 structures with the same formula, charge and spin at 0.0 kJ/mol. The orbital gap comes out at 9.4 eV. As for the charge: 0. The value obtained for the LUMO energy is 0.5 eV.

Structure (XYZ):
```
150
Properties=species:S:1:pos:R:3:forces:R:3
C 3.63142 0.04115 6.13709 1.2 -1.1 -1.2
C 4.62986 -1.09856 5.75397 -1.5 0.1 0.7
O 4.20975 -1.67426 4.52449 -0.5 -0.2 -0.2
H 3.87840 0.43874 7.11400 -0.1 0.1 0.1
H 2.65938 -0.42074 6.11218 -0.6 0.2 0.2
H 3.70393 0.81969 5.34541 -0.2 -0.4 0.6
H 4.76339 -1.89739 6.51091 -0.4 0.5 -0.1
H 5.56563 -0.67489 5.59058 1.9 0.9 -0.1
H 4.74922 -2.45309 4.37798 0.1 -0.1 -0.2
C -2.19525 1.05297 3.95711 -0.6 -1.0 0.0
C -3.44965 1.65854 4.53476 -0.5 0.2 1.1
O -4.63232 0.88966 4.36353 0.2 -0.3 -0.7
H -2.06354 0.01708 4.34621 0.1 0.7 -0.1
H -1.31322 1.66250 4.17626 -0.1 -0.1 -0.3
H -2.40423 0.94013 2.88840 0.6 0.1 -0.1
H -3.59318 2.67300 4.19432 -0.1 0.5 -0.8
H -3.39263 1.82327 5.61109 0.3 -0.4 0.2
H -4.68416 0.53074 3.44921 0.3 0.2 0.7
C -0.18643 6.27319 1.27321 -1.0 0.3 0.1
O 0.42049 5.69544 0.10615 0.0 -0.1 1.2
H -1.05104 6.93327 0.91628 1.1 -1.1 0.5
H -0.57648 5.52171 2.05668 0.4 0.8 -1.3
H 0.49005 6.94675 1.83092 0.0 -0.3 -0.3
H 1.29420 5.30844 0.37450 -0.3 0.5 -0.2
C -3.36547 1.76545 -1.76952 0.6 2.7 0.9
O -2.20329 2.16068 -2.50815 0.0 -0.7 0.0
H -3.51621 2.56972 -0.97073 0.0 -1.3 -0.7
H -4.22630 1.82486 -2.40061 -0.4 0.3 -0.8
H -3.42120 0.78687 -1.35292 0.8 -0.9 0.4
H -1.35965 1.97994 -2.04267 -1.0 0.0 0.3
C -0.40703 -3.39133 -4.51852 0.9 -0.2 -0.1
O 0.10321 -2.06926 -4.53498 -0.2 -0.2 0.3
H -1.05151 -3.61551 -3.67759 -0.6 0.3 0.2
H -0.90647 -3.51010 -5.48019 -0.2 -0.8 0.1
H 0.43954 -4.06617 -4.38967 0.0 -0.2 -0.4
H -0.60554 -1.61142 -4.99891 0.3 0.9 -0.2
C 3.11441 -2.63125 0.04769 1.0 0.1 1.1
O 2.47102 -3.05797 -1.10080 -0.9 1.2 -1.7
H 3.45605 -1.59685 0.09582 0.0 0.2 -0.7
H 2.45060 -2.70966 0.88634 -0.2 -0.4 0.8
H 4.00477 -3.24486 0.16968 0.0 -0.2 0.3
H 2.05526 -2.25754 -1.49530 0.4 -0.9 0.1
C -3.56299 -4.71381 -2.69326 -0.4 0.5 -1.1
O -3.76278 -3.31560 -2.61387 -0.2 0.1 -1.0
H -3.41318 -4.88090 -3.78231 -0.2 -0.3 0.7
H -2.62682 -5.00428 -2.20333 -0.3 -0.3 0.3
H -4.48066 -5.26009 -2.35908 0.9 0.1 -0.1
H -3.77856 -3.03520 -1.69945 0.2 0.0 0.9
C 1.23317 3.14232 -2.50631 -0.1 -1.1 -0.3
C 2.24430 2.02744 -2.18856 0.1 0.7 1.0
C 2.69355 1.06653 -3.28521 -0.3 0.1 0.4
O 3.48726 0.03498 -2.64495 -1.1 1.0 -0.7
C 3.93137 -0.93868 -3.55989 0.8 0.7 -0.3
N 3.40495 2.75708 -1.55807 -0.3 -0.3 -1.4
H 1.04413 3.64132 -1.57506 -0.3 0.2 0.6
H 0.27847 2.70517 -2.86222 0.6 0.6 -0.2
H 1.64040 3.93835 -3.13468 -0.2 -0.3 -0.5
H 1.78064 1.40533 -1.40470 0.2 0.2 -0.1
H 3.25667 1.67205 -4.00534 0.4 -0.4 -0.2
H 1.83016 0.62124 -3.82231 0.3 0.0 0.3
H 3.19650 -1.30150 -4.25620 -0.8 0.0 -0.2
H 4.27727 -1.75700 -2.99211 0.4 -1.0 0.7
H 4.78379 -0.56945 -4.13458 0.1 0.2 -0.2
H 4.09040 2.05115 -1.33103 0.4 -0.1 0.1
H 3.81433 3.34095 -2.32057 -0.2 -0.6 0.8
C -0.37937 -1.59380 -8.32062 -1.5 0.6 -0.4
C -0.94360 -0.17300 -8.22133 -0.5 1.8 -1.2
C -0.70981 0.56706 -6.88581 -0.5 -1.1 -1.8
O -1.39930 -0.24479 -5.98393 -1.3 0.8 2.0
C -1.87881 0.51597 -4.83554 1.0 -1.8 0.7
N -0.44857 0.70100 -9.34201 0.5 -1.1 -0.2
H -0.78973 -2.19264 -7.51047 -0.1 -0.1 -0.1
H 0.67186 -1.57110 -8.21194 1.3 0.0 0.0
H -0.65599 -2.04968 -9.30312 0.2 0.3 0.8
H -2.03128 -0.15291 -8.38384 0.0 -0.7 0.6
H -1.11616 1.58947 -6.95013 0.0 -0.3 0.1
H 0.34288 0.61465 -6.68883 0.8 0.1 0.4
H -1.02105 0.83082 -4.23980 0.1 0.5 -0.3
H -2.41581 -0.14050 -4.12565 0.1 -0.1 -0.7
H -2.52229 1.32076 -5.09762 -0.3 0.8 -0.5
H -0.68116 0.19379 -10.20242 0.3 0.3 0.2
H -0.98209 1.55873 -9.39876 -0.1 0.1 0.2
C 1.14855 -4.19699 3.39568 -0.2 0.3 1.1
C 0.42125 -2.98262 4.01508 2.4 -0.4 -1.0
C 0.64685 -3.01045 5.50758 -1.8 -1.9 -0.9
O -0.04507 -2.02494 6.18055 -0.1 0.8 0.9
C -1.43175 -2.15020 6.22462 -1.5 -1.3 0.1
N 1.05759 -1.82731 3.33555 -3.2 0.6 0.3
H 0.74632 -5.16199 3.70918 0.0 0.1 0.1
H 2.21115 -4.13847 3.72313 -0.5 -0.1 -0.5
H 1.03185 -4.09371 2.33825 0.3 -0.2 -0.8
H -0.60797 -2.98141 3.74258 -0.9 -0.1 -0.1
H 1.66970 -2.83587 5.64021 1.7 0.2 0.6
H 0.38110 -4.07448 5.81924 0.2 1.1 0.3
H -1.81889 -3.03192 6.87103 0.9 1.2 -0.8
H -1.88956 -2.28827 5.21806 0.3 0.1 0.5
H -1.84917 -1.23144 6.63176 0.1 0.0 0.1
H 2.03519 -1.82098 3.42396 1.5 0.2 0.6
H 0.60647 -0.97339 3.71096 1.0 -0.4 -0.3
C 3.81849 4.62473 2.87680 -0.8 -1.1 0.0
C 3.54771 3.91019 1.54455 1.9 0.2 -0.2
C 2.44335 2.88665 1.70553 0.0 -0.5 1.2
O 2.83642 1.80196 2.63635 0.2 1.3 -1.1
C 3.81443 0.92158 2.07239 -1.1 -0.8 0.3
N 3.20988 4.92348 0.52538 -0.3 -0.2 0.1
H 2.90285 5.06637 3.29545 0.1 0.1 -0.4
H 4.57898 5.37809 2.78874 0.5 0.3 0.1
H 4.06974 3.84722 3.59568 0.5 0.1 0.2
H 4.47952 3.29382 1.21844 -1.2 1.3 0.6
H 2.12650 2.52079 0.72220 -0.1 -0.3 0.2
H 1.61657 3.36764 2.24241 -0.1 -0.1 -0.3
H 4.18870 0.26750 2.89912 -0.2 0.6 -0.7
H 4.64779 1.46789 1.59234 -0.4 -0.5 0.1
H 3.21635 0.26692 1.38137 1.1 0.4 0.0
H 3.23748 4.46912 -0.37875 -0.1 -0.2 -0.2
H 3.86872 5.70532 0.47029 -0.2 -0.5 0.5
C -0.39903 -0.94883 -1.62424 -0.1 -0.3 -0.4
C 0.08294 -0.78227 -0.21620 -0.4 0.6 1.8
C -0.57957 0.36249 0.64588 1.5 -1.2 0.0
O -0.39898 1.56760 -0.02071 0.7 0.9 -1.0
C -0.87494 2.72240 0.62223 -2.2 0.3 0.2
N -0.08726 -2.08430 0.45489 0.5 -0.1 0.2
H -0.66334 0.01243 -2.03512 0.1 0.3 -0.5
H -1.29619 -1.59636 -1.68327 0.4 0.3 0.2
H 0.37869 -1.42118 -2.25632 -0.5 0.4 0.1
H 1.12659 -0.42974 -0.17183 0.2 -0.3 -0.5
H 0.05648 0.36557 1.57838 -1.1 0.0 -0.3
H -1.63284 0.21342 0.80321 -0.6 -0.4 0.5
H -0.55573 3.61422 0.07858 0.0 -0.3 -0.2
H -0.49887 2.85450 1.65241 -0.3 -0.4 -0.2
H -2.05473 2.70753 0.60487 2.1 0.1 0.4
H 0.35883 -2.11349 1.41122 -0.3 0.2 -1.3
H 0.38468 -2.73752 -0.19626 -0.3 0.1 1.0
C -3.52105 -2.65230 2.57148 -1.0 0.0 -0.7
C -4.11229 -2.44550 1.10900 -0.6 -0.1 2.0
C -4.36476 -0.99856 0.66551 0.1 0.0 -0.8
O -4.85657 -0.13370 1.66694 -0.6 1.0 0.2
C -5.47005 1.11297 1.18396 -0.2 -1.5 -0.5
N -3.28576 -3.16405 0.16293 -1.6 0.8 -0.8
H -3.83369 -1.94605 3.36036 0.0 -0.1 -0.5
H -2.44494 -2.64809 2.47710 0.4 0.1 0.1
H -3.83775 -3.66620 2.87474 0.3 0.4 0.0
H -5.11106 -2.91704 1.08838 0.4 0.0 0.1
H -5.08863 -0.98784 -0.16416 0.2 -0.3 0.0
H -3.42197 -0.65803 0.25480 0.4 0.5 -0.1
H -5.46099 1.81829 1.98794 0.1 0.3 0.6
H -6.52033 0.99188 0.83973 0.5 -0.4 0.4
H -4.93356 1.51318 0.33817 0.5 0.1 -0.2
H -2.30065 -3.04275 0.24605 0.9 0.1 0.4
H -3.58758 -4.11169 0.14440 0.3 -0.8 0.0
```
Forces are in eV/Å.

Atomic partial charges in e from the Mulliken method, atoms 1 to 2: number 1, C, carries -0.37; number 2, C, carries -0.54

---

| no. | E (eV) |
| --- | --- |
| 1 | -44417.39207 |
| 2 | -204470.91572 |
| 3 | -71361.88628 |